Formula: C4H7NO
Source: the Open Molecules 2025 dataset
Level of theory: wB97M-V/def2-TZVPD

Positions of all 13 atoms, in Å:
1 C 0.22115 1.83514 0.83842
2 N -0.41735 0.73311 1.50979
3 C 0.81617 0.47143 0.75860
4 C 0.83263 -0.18481 -0.54534
5 C -0.50898 -1.73514 -1.29069
6 O -0.43781 -0.34403 -0.96557
7 H -0.22365 2.22531 -0.07501
8 H 0.73410 2.55201 1.46935
9 H -1.20583 0.40782 0.94924
10 H 1.68816 0.22355 1.35518
11 H 0.53669 -2.05569 -1.32935
12 H -1.02102 -1.91809 -2.23013
13 H -1.01424 -2.21062 -0.44448

Computed properties:
Energy above the lowest of the compared OMol25 structures with the same formula, charge and spin ... 5.342 eV
E_HOMO ... -8.481 eV
DFT total energy ... -286.43532 hartree



Formula: C51H69FeN3OPS2Si
Source: the Open Molecules 2025 dataset
Level of theory: wB97M-V/def2-TZVPD

Positions of all 129 atoms, in Å:
1 Fe -0.27406 -0.22463 0.12352
2 S 1.52567 -1.17973 1.20728
3 C 1.27458 -1.15106 2.89129
4 N 1.98559 -1.92422 3.69392
5 C 1.50860 -2.09477 5.06715
6 C 1.09797 -0.74939 5.61475
7 N 0.09922 -0.13994 4.73757
8 C -1.05554 0.49700 5.37711
9 C -1.89065 -0.55284 6.07389
10 C -1.96335 -0.60342 7.46044
11 C -2.71451 -1.58980 8.08461
12 C -3.39136 -2.53186 7.32504
13 C -3.32466 -2.48286 5.93848
14 C -2.57513 -1.49875 5.31529
15 C 0.22505 -0.28432 3.43102
16 S -0.75845 0.58384 2.34139
17 C 3.22444 -2.59894 3.29610
18 C 3.11397 -4.10366 3.38083
19 C 3.56677 -4.78950 4.50243
20 C 3.43663 -6.16846 4.57895
21 C 2.86209 -6.87116 3.53040
22 C 2.42993 -6.19406 2.39826
23 C 2.55031 -4.81518 2.32636
24 H 2.30247 -2.52699 5.67014
25 H 0.65778 -2.78244 5.07897
26 H 1.97059 -0.09219 5.68009
27 H 0.67096 -0.86644 6.60772
28 H -1.62801 1.00728 4.60887
29 H -0.69545 1.23815 6.09282
30 H -1.44692 0.13930 8.05869
31 H -2.77103 -1.61879 9.16448
32 H -3.97770 -3.29899 7.81266
33 H -3.86550 -3.20901 5.34538
34 H -2.52728 -1.45674 4.23102
35 H 4.01605 -2.24324 3.96033
36 H 3.46053 -2.29332 2.28186
37 H 4.04763 -4.25062 5.31181
38 H 3.79217 -6.69365 5.45535
39 H 2.76247 -7.94661 3.58963
40 H 2.00691 -6.74606 1.56832
41 H 2.22335 -4.28211 1.43893
42 C -3.76072 0.76721 1.07355
43 Si -3.24556 1.06430 -0.71370
44 C -4.26033 2.54004 -1.29555
45 C -3.67930 -0.45697 -1.72757
46 N -1.45018 1.15029 -0.82355
47 C -0.80191 2.12724 -1.47718
48 C -1.41524 3.00034 -2.42324
49 C -0.72280 4.01431 -3.02703
50 C 0.63061 4.21184 -2.74161
51 C 1.29096 3.35530 -1.86889
52 C 0.60053 2.33152 -1.25824
53 O 1.20767 1.41067 -0.43019
54 C 2.49136 1.70926 0.07168
55 C 2.67075 2.78998 0.91851
56 C 3.94353 3.06240 1.39475
57 C 5.01536 2.25570 1.03678
58 C 4.81142 1.16301 0.20727
59 C 3.54323 0.88503 -0.28140
60 H -4.84732 0.65214 1.07589
61 H -3.51779 1.61690 1.71402
62 H -3.33423 -0.13198 1.51512
63 H -5.25029 2.45042 -0.84322
64 H -4.41037 2.55583 -2.37651
65 H -3.84955 3.50361 -0.98987
66 H -4.72770 -0.72596 -1.58008
67 H -3.06339 -1.29624 -1.41403
68 H -3.52192 -0.28575 -2.79435
69 H -2.44858 2.83617 -2.68279
70 H -1.22621 4.66003 -3.73355
71 H 1.17733 5.01812 -3.21030
72 H 2.34494 3.48614 -1.67578
73 H 1.82617 3.40973 1.19395
74 H 4.09640 3.91446 2.04350
75 H 6.00910 2.48326 1.39779
76 H 5.63955 0.52711 -0.07624
77 H 3.37060 0.04637 -0.94252
78 C -2.76869 -3.76821 -5.24624
79 C -2.99639 -4.49630 -3.90242
80 C -2.64325 -3.60182 -2.70728
81 C -1.27065 -2.97872 -2.98332
82 C -1.37800 -1.97074 -4.15208
83 C -2.59304 -2.26274 -5.04603
84 P -0.38123 -2.27985 -1.49950
85 C -0.57927 -3.56327 -0.14990
86 C -1.77501 -3.17520 0.73867
87 C -1.75338 -3.95372 2.05699
88 C -1.41250 -5.44361 1.83794
89 C -1.57493 -5.84676 0.37314
90 C -0.60934 -5.06286 -0.52417
91 C 1.41392 -2.41955 -1.99315
92 C 1.87298 -3.77031 -2.58709
93 C 2.16202 -3.68185 -4.08466
94 C 3.25991 -2.65251 -4.39204
95 C 3.20113 -1.43453 -3.45060
96 C 1.78745 -1.24009 -2.90800
97 H -3.60758 -3.94803 -5.91756
98 H -1.87875 -4.16018 -5.74501
99 H -2.38144 -5.39905 -3.86184
100 H -4.03436 -4.81849 -3.80981
101 H -2.65242 -4.20137 -1.79684
102 H -3.40288 -2.83110 -2.59730
103 H -0.61420 -3.80134 -3.28657
104 H -0.48541 -2.04168 -4.77589
105 H -1.42963 -0.94424 -3.77646
106 H -2.43489 -1.78287 -6.01255
107 H -3.50454 -1.83496 -4.62252
108 H 0.31138 -3.39665 0.45861
109 H -2.71708 -3.34886 0.21409
110 H -1.73827 -2.09793 0.96412
111 H -2.72406 -3.85271 2.54697
112 H -1.00972 -3.49956 2.72285
113 H -2.05115 -6.06829 2.46268
114 H -0.38348 -5.63986 2.14556
115 H -2.60901 -5.67921 0.06010
116 H -1.37662 -6.91347 0.26064
117 H -0.88014 -5.22736 -1.56800
118 H 0.39714 -5.46805 -0.39364
119 H 1.94707 -2.27802 -1.04896
120 H 1.14209 -4.55768 -2.39903
121 H 2.79068 -4.07813 -2.07736
122 H 1.24683 -3.42500 -4.62497
123 H 2.47484 -4.66209 -4.44545
124 H 3.16307 -2.32858 -5.42905
125 H 4.23926 -3.12504 -4.30299
126 H 3.52676 -0.53675 -3.97741
127 H 3.88963 -1.58781 -2.61324
128 H 1.09696 -1.15902 -3.74912
129 H 1.70372 -0.30436 -2.34750

Computed properties:
Total charge ... +2
Energy above the lowest of the compared OMol25 structures with the same formula, charge and spin ... 0.149 eV
Spin multiplicity ... 6
Expectation value of S² ... 8.807
E_HOMO (spin up / spin down) ... -12.778 / -13.674 eV
DFT total energy ... -4914.82385 hartree



Formula: C2H6NO
Source: the Open Molecules 2025 dataset
Level of theory: wB97M-V/def2-TZVPD

Positions of all 10 atoms, in Å:
1 C 0.35054 0.94306 -0.74906
2 O 0.90621 0.77877 -2.00046
3 C 0.22181 -0.46599 -0.05464
4 N -0.64686 -0.39500 1.16194
5 H 0.96228 1.67408 -0.00622
6 H -0.74983 1.24883 -0.68993
7 H -0.23953 -1.24285 -0.69140
8 H 1.26019 -0.82604 0.29017
9 H -1.69469 -0.56189 0.91737
10 H -0.37014 -1.15296 1.82223

Computed properties:
Energy above the lowest of the compared OMol25 structures with the same formula, charge and spin ... 0.896 eV
Spin multiplicity ... 2
Expectation value of S² ... 0.755
E_HOMO (spin up / spin down) ... -9.756 / -9.770 eV
DFT total energy ... -209.68438 hartree



Formula: C5H13NO
Source: the Open Molecules 2025 dataset
Level of theory: wB97M-V/def2-TZVPD

Positions of all 20 atoms, in Å:
1 C 0.12790 2.16743 2.56443
2 C -0.45945 0.76894 2.52020
3 C -0.15298 -0.00597 1.26177
4 C -1.05204 -1.15036 0.88568
5 C 0.67478 0.47446 0.32075
6 N 0.60712 0.09856 -1.05208
7 H -0.08143 2.90989 3.42886
8 H 1.22388 2.08657 2.40704
9 H -0.32690 2.78300 1.76355
10 H -0.13567 0.23806 3.44315
11 H -1.57598 0.83672 2.64368
12 H -0.88511 -1.82083 0.03051
13 H -2.05429 -0.73546 0.73290
14 H -1.25395 -1.73870 1.77160
15 H 1.55814 1.08475 0.38128
16 H -0.28102 -0.12243 -1.44608
17 H 1.40319 0.34044 -1.61659
18 O 0.24416 -1.98718 -5.22498
19 H 1.13060 -1.62260 -5.31132
20 H 0.23989 -2.38969 -4.35110

Computed properties:
Energy above the lowest of the compared OMol25 structures with the same formula, charge and spin ... 1.892 eV
SMILES ... CC/C(C)=C/N.O
E_HOMO ... -7.599 eV
DFT total energy ... -328.24931 hartree



Question: Which formula does entry 2 have?
Answer: C51H69FeN3OPS2Si